# 1
Computed, not measured: a molecular structure, C25H50N3O5SSiY, with wB97M-V/def2-TZVPD.

```
86
Properties=species:S:1:pos:R:3:mulliken_charge:R:1
Y 0.9369 0.1676 0.7042 -0.3545
S -1.2265 1.5072 1.6044 -0.5252
Si 1.2069 -1.9913 2.5385 -1.8349
O -0.3526 0.1736 -1.1322 -0.5743
O 0.2843 -1.7829 1.2045 -0.3958
O 2.7720 -2.0365 2.0399 1.4381
O 1.1308 -0.3561 2.9918 2.1785
O 0.8435 -3.1068 3.5903 -0.0730
N -3.7901 0.9258 1.5904 -0.4671
N -2.3824 -0.8487 1.1670 0.0751
N -1.6962 -0.7914 -2.6602 0.1729
C 3.6314 -3.1753 1.7156 1.4283
C -0.2734 -3.6784 4.3283 1.5143
C 1.1245 3.6685 -2.1603 -1.7696
C 1.6868 1.8327 3.7346 -1.8838
C -0.5125 -5.0482 3.7205 -1.6674
C 2.6016 0.1543 -2.1196 0.9567
C 2.7216 -1.0430 -3.0192 -1.7325
C 3.2260 0.1558 -0.8697 -0.0684
C 3.0980 -3.8359 0.4574 -1.1170
C 4.2235 1.3798 1.0807 -1.4357
C 0.6657 0.1804 5.2858 -1.4574
C 1.8527 2.4317 -1.7136 0.6411
C -1.2429 0.2496 -2.0041 0.0456
C 2.5077 2.4108 -0.4747 -0.2477
C 1.6528 0.3740 4.1557 1.5108
C -1.4825 -2.7756 4.1568 -1.3045
C -2.5553 0.4463 1.4315 0.9650
C -2.7216 -0.6458 -3.6999 -0.9308
C 3.6632 -4.1538 2.8794 -1.4853
C 0.1472 -3.7932 5.7771 -1.6038
C -1.1524 -2.1258 -2.3848 -0.7816
C 1.9431 1.3097 -2.5285 -0.7182
C 5.0117 -2.5856 1.4968 -1.3503
C 3.2526 1.3048 -0.0738 0.5767
C 3.0297 -0.1406 4.5275 -1.3158
H 2.1625 1.9496 2.7552 0.3634
H -2.9998 0.4008 -3.7913 0.3225
H -0.3341 0.4946 4.9802 0.3061
H -3.9090 1.8983 1.8221 0.2480
H 1.4764 1.3297 -3.5083 0.4688
H -1.2490 -1.7394 4.4265 0.1867
H -3.6006 -1.2292 -3.4347 0.3562
H 0.3879 -5.6590 3.7951 0.3310
H 0.6326 -0.8627 5.6023 -0.0518
H 5.0304 -1.9139 0.6374 0.2555
H -0.6529 -4.2492 6.3610 0.4863
H 3.7424 -0.0083 3.7144 0.0782
H -0.7935 -4.9599 2.6687 0.2971
H 0.9698 0.7824 6.1442 0.5102
H 2.5380 -1.9718 -2.4767 0.2404
H 3.7336 -1.1024 -3.4246 0.4398
H 2.0328 -0.9821 -3.8613 0.3803
H -1.8341 -2.8027 3.1219 0.2135
H 3.9067 -3.6359 3.8097 0.2707
H -0.1503 -2.2208 -2.8023 0.2066
H -2.2961 -3.1151 4.7988 0.5610
H -1.4547 -1.2251 1.1559 -0.2042
H 3.3900 0.4049 5.4009 0.5844
H 1.0353 -4.4207 5.8612 0.3117
H 0.4954 3.4749 -3.0278 0.3861
H 0.6828 2.2561 3.6872 0.3272
H 4.3189 0.4231 1.5973 -0.0598
H 4.4356 -4.9017 2.6940 0.5687
H 5.2064 1.6273 0.6773 0.5050
H 3.0512 -3.1127 -0.3616 -0.0625
H 5.3326 -2.0313 2.3812 0.2924
H 2.2793 2.4257 4.4319 0.4026
H 1.8404 4.4436 -2.4411 0.4084
H 3.8431 -0.6868 -0.5832 0.1481
H 3.0002 -1.2026 4.7857 0.1979
H 5.7383 -3.3775 1.3112 0.4767
H -3.1641 -1.4823 1.1368 0.2987
H 3.9654 2.1544 1.7978 0.4214
H 3.7485 -4.6570 0.1516 0.5081
H 2.0958 -4.2416 0.6174 0.1850
H 2.7124 -4.6726 3.0109 0.1828
H -4.6019 0.3291 1.6196 0.2091
H -1.3172 -5.5627 4.2491 0.4780
H -1.6841 1.2144 -2.2662 0.4397
H 2.5423 3.3173 0.1226 0.4853
H 0.3694 -2.8188 6.2137 0.2626
H 0.5050 4.0749 -1.3599 0.3952
H -1.0993 -2.3010 -1.3134 0.1845
H -2.3342 -0.9963 -4.6543 0.3615
H -1.8021 -2.8620 -2.8488 0.4264
```

2S+1: 1
HOMO level: -14.72 eV
energy relative to the best compared isomer or geometry (same formula, charge and spin): 26.3 kcal per mole
strongest force on any atom: 1.262 eV/Å
LUMO energy: -0.1976 Eh
net charge: +2

# 2
Computed, not measured: a molecular structure, C30H47N5PdS2, with wB97M-V/def2-TZVPD.

```
85
Properties=species:S:1:pos:R:3:mulliken_charge:R:1
Pd -0.2354 -0.0197 0.2215 -0.1703
S -0.9634 -1.1304 2.1694 -0.6321
S -2.5101 2.9219 -2.4073 -0.3487
N 2.3467 0.3985 0.0157 -0.2313
N -1.0914 1.8569 -0.5623 0.4192
N -3.5626 -1.6270 1.6212 0.0132
N 4.6508 -0.9189 1.1772 -0.1131
N -3.0235 0.5668 1.9571 0.1872
C 0.1801 4.7858 3.4828 -1.9198
C -6.5987 1.4607 3.0678 -0.4769
C -0.8591 -0.6957 -1.5217 0.2115
C -5.1744 0.9266 3.1815 0.3559
C -1.9979 -0.0693 -3.5427 -0.7584
C -1.7755 -1.3423 -4.0472 -0.8283
C -7.3672 1.3055 4.3776 -1.2905
C 2.8358 -0.8884 -0.4901 -0.6415
C -1.3047 3.1644 -0.1530 -2.1645
C -2.6492 -0.7085 1.8844 0.6444
C 4.2143 0.4371 1.6755 -0.8694
C -4.2892 -3.8241 2.4564 -0.9061
C -1.0879 -2.2784 -3.2874 -0.5904
C -1.1507 5.0434 1.3410 0.3151
C -1.6599 1.5974 -1.6994 1.3969
C -3.9712 -3.5734 3.9299 0.0759
C -2.6274 -4.1581 4.3635 -1.2184
C -4.4000 1.0673 1.8751 -1.5127
C -2.0683 3.9056 -1.0476 0.9597
C -0.6746 5.7213 2.6308 1.8578
C -0.8431 3.7304 1.0396 0.9160
C -2.3893 5.2343 -0.7641 -1.5253
C 0.1642 6.9546 2.2667 -1.6338
C -0.6323 -1.9565 -2.0086 -0.3419
C -1.5310 0.2700 -2.2746 0.2451
C -1.9030 6.1450 3.4498 -1.5581
C 2.7169 0.5870 1.4236 -0.2507
C 4.3356 -1.0789 -0.2901 -0.8169
C -3.3712 -3.0797 1.4951 -0.9448
C -1.9351 5.7735 0.4201 -0.5407
H -3.9897 -2.4986 4.1396 -0.0435
H -5.2025 -0.1254 3.4873 -0.0962
H 4.4590 0.5183 2.7324 0.4462
H -4.5126 -1.3088 1.5037 0.2435
H -4.1938 -4.8916 2.2428 0.3947
H 2.4073 1.5767 1.7540 0.2095
H -4.3277 2.1178 1.5939 0.5426
H -6.8715 1.8473 5.1859 0.3268
H 2.1716 -0.1468 2.0209 0.2507
H -2.9764 5.8289 -1.4539 0.4194
H -2.3295 -3.3002 1.7013 0.5200
H -4.6406 1.4714 3.9656 0.3757
H -2.3262 1.1958 2.3172 0.0637
H -3.5833 -3.3687 0.4656 0.3188
H -0.2465 3.1179 1.7046 0.5473
H 4.1498 -1.6385 1.7009 0.3793
H -0.1178 -2.7033 -1.4151 0.4927
H 0.4917 5.3072 4.3893 0.4499
H -4.7648 -4.0229 4.5282 0.3792
H -4.9157 0.5601 1.0557 0.3266
H 1.0289 6.6678 1.6624 0.3712
H 4.7837 1.1823 1.1225 0.3803
H -8.3817 1.6931 4.2872 0.3912
H -7.1252 0.9274 2.2698 0.3648
H -2.5702 -5.2208 4.1133 0.3080
H -2.5179 5.2755 3.6989 0.3362
H 5.6460 -1.0619 1.3492 0.3598
H 0.5258 7.4444 3.1745 0.4624
H 2.2904 -1.6826 0.0246 0.2696
H -2.5304 0.6643 -4.1394 0.4316
H -0.9069 -3.2702 -3.6813 0.4508
H -2.4947 -4.0648 5.4418 0.4026
H -6.5653 2.5172 2.7856 0.3078
H 4.6688 -2.0621 -0.6151 0.4348
H -7.4339 0.2546 4.6680 0.3188
H -0.3753 3.8946 3.7904 0.3590
H -1.5897 6.6222 4.3820 0.4439
H 1.0852 4.4753 2.9513 0.3187
H -2.1987 6.7995 0.6460 0.4624
H 4.9038 -0.3197 -0.8251 0.3712
H -2.1360 -1.6023 -5.0336 0.4348
H 2.6107 -0.9723 -1.5513 0.5071
H -1.7868 -3.6490 3.8852 0.2279
H -5.3284 -3.5509 2.2454 0.4008
H -0.4127 7.6875 1.6997 0.3402
H 2.6960 1.1631 -0.5505 0.3443
H -2.5288 6.8549 2.9050 0.3396
```

2S+1: 1
HOMO level (spin up / spin down): -13.02 / -13.02 eV
energy relative to the best compared isomer or geometry (same formula, charge and spin): 6.5 kcal per mole
strongest force on any atom: 1.181 eV/Å
LUMO energy (spin up / spin down): -0.2085 / -0.2085 Eh
net charge: +2

# 3
Computed, not measured: a single C3H7NO molecule, with wB97M-V/def2-TZVPD.

```
12
Properties=species:S:1:pos:R:3:mulliken_charge:R:1
O 1.5414 2.7358 0.0552 -0.5310
N 0.0833 0.9378 -0.2351 -0.0788
C -1.1568 -1.2200 0.3589 -0.9934
C 0.0548 -0.5084 -0.3003 -0.2760
C 1.2190 1.5830 -0.0160 -0.0183
H -1.0587 -2.3110 0.1877 0.3077
H -2.0756 -0.8592 -0.2139 0.2679
H 0.2192 -0.9928 -1.3249 0.2454
H -1.1915 -1.0603 1.4207 0.3144
H -0.6686 1.6065 -0.2337 0.2632
H 1.0229 -0.7867 0.0891 0.2557
H 2.0109 0.8755 0.2123 0.2433
```

2S+1: 1
HOMO level: -9.76 eV
energy relative to the best compared isomer or geometry (same formula, charge and spin): 26.4 kcal per mole
strongest force on any atom: 3.237 eV/Å
LUMO energy: 0.0337 Eh

# 4
Computed, not measured: 2 unconnected molecules or ions with the total composition C4H10NO, with wB97M-V/def2-TZVPD.

```
16
Properties=species:S:1:pos:R:3:mulliken_charge:R:1
O 0.3208 -1.2453 -2.1507 -0.6188
N 0.9512 0.7209 1.3751 -0.0554
C -1.1435 0.1507 0.4545 -0.2114
C 0.1467 -0.1799 0.5772 -0.2790
C -2.2248 -0.5354 -0.3143 -1.0921
C 1.9618 1.3923 0.9508 -0.1735
H -3.1729 -0.2650 0.1429 0.3883
H -2.1373 -0.2846 -1.3534 0.2856
H 2.1746 1.5163 -0.1059 0.2853
H 0.6998 -0.7225 -0.1797 0.5949
H -1.3733 1.1158 0.9090 0.3296
H 2.4764 2.0215 1.6658 0.2853
H 0.4063 -0.3130 -2.3941 0.3175
H 0.2719 -1.7005 -3.0030 0.2991
H 0.4440 1.1923 2.1253 0.3476
H -2.1330 -1.6086 -0.1678 0.2969
```

2S+1: 1
HOMO level: -14.32 eV
energy relative to the best compared isomer or geometry (same formula, charge and spin): 55.4 kcal per mole
strongest force on any atom: 1.806 eV/Å
LUMO energy: -0.2086 Eh
net charge: +1

# 5
Computed, not measured: a single C8H14N2O6 molecule, with wB97M-V/def2-TZVPD.

```
30
Properties=species:S:1:pos:R:3:mulliken_charge:R:1
O -1.6860 2.1532 0.6227 -0.5363
O -2.5484 1.2190 2.4171 -0.4781
O 1.1682 1.7733 -2.1341 -0.5451
O 0.5759 -0.2090 -2.9768 -0.5901
O 2.2756 1.6069 0.2004 -0.6128
O -1.1249 -3.0565 -0.3784 -0.6523
N -0.3125 -0.5540 2.0066 -0.5766
N 0.4379 -1.4118 -0.7158 -0.1214
C 0.7828 -0.0208 -0.5372 0.4382
C 3.1893 -0.5838 -0.1928 -1.5371
C -2.2542 -0.1670 0.5235 -0.8500
C -0.6247 -1.9982 -0.0079 0.0828
C -1.3060 -1.2264 1.1463 0.0585
C -2.1514 1.1936 1.1281 0.5775
C 0.8280 0.4879 -2.0410 0.4872
C 2.0144 0.2079 0.2692 0.3657
H 3.0138 -1.6454 -0.2203 0.3573
H 4.0728 -0.4740 0.4618 0.4804
H 0.3565 -1.2301 2.2839 0.2894
H -3.3077 -0.4723 0.7484 0.3849
H -1.9230 -1.9320 1.7289 0.6142
H -0.0331 0.5504 -0.0954 -0.3001
H -2.1027 -0.0064 -0.5313 0.3978
H 3.3179 -0.2627 -1.2658 0.3172
H 1.5933 2.0728 -1.2915 0.4684
H -2.6295 2.1720 2.5878 0.3667
H 3.2351 1.7515 0.4335 0.3881
H 0.4003 -1.6775 -1.6898 0.3082
H 1.7972 -0.0818 1.2711 0.2360
H -0.8213 -0.2593 2.8069 0.1812
```

2S+1: 1
HOMO level: -9.86 eV
energy relative to the best compared isomer or geometry (same formula, charge and spin): 27.6 kcal per mole
strongest force on any atom: 2.719 eV/Å
LUMO energy: 0.0144 Eh

# 6
Computed, not measured: 2 unconnected molecules or ions with the total composition C2H7N2O, with wB97M-V/def2-TZVPD.

```
12
Properties=species:S:1:pos:R:3:mulliken_charge:R:1
O 0.4274 -1.9471 2.4054 -0.6368
N 0.8174 -0.7523 1.9417 -0.3658
N 0.2780 -0.3062 0.9429 -0.0040
C -0.9292 -1.0190 0.3997 -0.7294
C 0.6322 1.5112 -1.3796 -0.9008
H -0.3744 1.4006 -1.8527 0.1787
H -0.8053 -1.9944 0.7985 0.3349
H 0.7844 0.4841 -0.8115 0.1933
H -1.7549 -0.4165 0.9291 0.1497
H 0.6096 2.2966 -0.5856 0.1740
H -0.9504 -0.9748 -0.6801 0.2484
H 1.2651 1.7178 -2.1079 0.3578
```

2S+1: 1
HOMO level: -2.61 eV
energy relative to the best compared isomer or geometry (same formula, charge and spin): 61.8 kcal per mole
strongest force on any atom: 6.166 eV/Å
LUMO energy: 0.1561 Eh
net charge: -1

# 7
Computed, not measured: a molecular structure, C38H30AsEuN6O2S, with wB97M-V/def2-TZVPD.

```
79
Properties=species:S:1:pos:R:3:mulliken_charge:R:1
Eu 1.6222 -0.5393 0.2232 1.4652
As -1.2647 1.5009 -1.4786 0.4328
S 2.3837 2.2554 4.7363 -0.1578
O -0.2899 0.3951 -0.6988 0.4928
O 1.0266 -2.8224 -0.0749 -0.5589
N 0.6263 -1.6489 2.1885 0.0710
N 1.5220 0.9688 2.6478 0.1810
N 0.0727 -1.9403 4.3387 -0.0670
N -0.3325 -2.5412 -3.1808 -0.7128
N 0.1598 -3.8874 0.0148 0.1847
N -2.9398 -5.2545 -0.5761 -0.7028
C -1.0507 3.2648 -0.7079 0.0541
C -0.0958 -2.8897 2.3163 0.2989
C -1.0656 2.1851 -6.0832 -0.5272
C -4.0372 1.3883 -0.5616 -0.2963
C -0.9098 -3.8228 -1.0418 0.5216
C -5.1658 -0.6792 0.0784 -0.3598
C -5.1666 0.7282 -0.0308 -0.6874
C -4.1297 -1.4318 -0.3796 -0.7770
C 1.3601 0.1264 3.7708 -0.4019
C -0.5297 -3.2380 -2.2464 0.1026
C -3.0189 -0.7397 -0.9921 0.1394
C -0.7980 -5.2129 1.9284 -0.8734
C 3.4552 -0.0230 -1.9846 -0.6182
C -0.6692 4.3287 1.4137 -0.5397
C -0.0113 1.7425 -3.9545 -0.1124
C -0.9447 -5.3582 3.2956 -0.6634
C -0.5018 -3.0279 3.6884 0.2891
C -2.4653 1.4790 -4.2066 -0.4927
C 3.6158 1.0960 -1.1725 -0.5295
C 4.3669 1.0505 -0.0103 -0.1908
C -0.7072 3.1724 0.6563 -0.5355
C -1.2771 1.4702 -3.4289 0.3937
C -2.9447 0.6350 -0.9926 -0.3317
C 0.0687 2.2277 -5.2799 -0.5774
C -2.0179 -4.6005 -0.8289 0.1182
C -1.0731 5.5832 0.8466 -0.5195
C -1.3779 4.4920 -1.3063 -0.1543
C 5.7420 -0.3044 1.6368 -1.4497
C -0.8358 -4.2323 4.2272 -1.0349
C 2.0885 2.0895 2.9903 -0.4531
C -2.3406 1.8302 -5.5393 -0.5677
C -1.3520 5.6671 -0.5189 -0.6076
C 1.7620 0.7268 4.9634 -0.4601
C 3.9554 -1.2398 -1.5189 -0.4862
C 4.8742 -0.2054 0.4570 1.0174
C 0.7072 -1.1023 3.4098 0.4738
C -0.2909 -3.9537 1.4638 0.1281
C 4.5489 -1.3496 -0.2610 -0.7545
H 4.9091 -2.2357 0.2346 0.3672
H 3.0822 2.0229 -1.3864 0.4476
H -1.0804 -4.4014 5.2425 0.4272
H 1.7293 0.2384 5.9367 0.3794
H -3.2465 1.8474 -6.1305 0.4129
H -5.9779 1.4083 0.3064 0.3494
H 6.7300 0.1866 1.3430 0.3169
H -3.9775 2.4967 -0.6077 0.3651
H 5.8849 -1.3136 1.9646 0.4478
H -2.2573 -1.2908 -1.4966 0.4186
H 0.6971 -4.7267 -0.2169 0.4569
H 3.8474 -2.1102 -2.1629 0.3613
H -1.1950 6.4626 1.4349 0.4347
H -1.6033 6.6049 -0.9912 0.4200
H -4.1557 -2.5178 -0.4838 0.4190
H 1.0160 2.6705 -5.5960 0.3817
H 3.0150 -0.0134 -2.9431 0.4882
H 4.5034 1.9142 0.6646 0.4307
H -6.0138 -1.1643 0.5625 0.3993
H 0.0088 -1.6738 5.3915 0.3157
H -1.6267 4.5277 -2.3602 0.4669
H -0.9162 -6.0410 1.2534 0.4947
H -3.4195 1.1432 -3.8487 0.4616
H 0.8571 1.5951 -3.2649 0.1303
H -0.8831 2.5209 -7.0812 0.3940
H 2.2819 2.9344 2.2866 0.4995
H -1.1531 -6.3241 3.7306 0.4108
H 5.3362 0.4038 2.4360 0.2501
H -0.1494 4.3037 2.4173 0.3469
H -0.5967 2.1729 1.1287 0.3427
```

2S+1: 8
HOMO level (spin up / spin down): -8.97 / -8.98 eV
energy relative to the best compared isomer or geometry (same formula, charge and spin): 83.9 kcal per mole
strongest force on any atom: 4.516 eV/Å
LUMO energy (spin up / spin down): -0.1161 / -0.1161 Eh
net charge: +1

# 8
Computed, not measured: a molecular structure, C6H14O2, with wB97M-V/def2-TZVPD.

```
22
Properties=species:S:1:pos:R:3:mulliken_charge:R:1
O 2.4647 -0.2628 0.0678 -0.5938
O -0.2014 0.4490 -1.6369 -0.5793
C 0.8087 -1.9844 -0.1302 -1.2708
C -2.1567 -0.4192 0.4199 -1.3031
C 0.0486 0.7256 -0.3079 0.8683
C 1.1444 -0.6057 0.4120 0.1626
C 0.7892 2.0420 -0.2335 -1.5307
C -1.0304 0.5597 0.6603 -0.4828
H 1.1295 -0.6226 1.5037 0.4042
H -1.5986 1.7696 0.5276 0.2071
H 1.5977 -2.6938 0.1343 0.3876
H -0.8968 -0.2150 -1.7150 0.3310
H -1.9350 -1.4085 0.8159 0.2884
H -0.6973 0.6122 1.6912 0.3370
H -3.0488 -0.0743 0.9414 0.3867
H 0.7564 -1.9780 -1.2205 0.2809
H 2.4702 -0.0832 -0.8828 0.3516
H 0.1777 2.8235 -0.6802 0.4809
H -2.4441 -0.5154 -0.6270 0.3666
H 1.6928 1.9900 -0.8395 0.3387
H 1.0325 2.2812 0.7975 0.3038
H -0.1031 -2.3899 0.3019 0.2649
```

2S+1: 1
HOMO level: -8.38 eV
energy relative to the best compared isomer or geometry (same formula, charge and spin): 55.1 kcal per mole
strongest force on any atom: 6.674 eV/Å
LUMO energy: 0.0305 Eh